(1)
This record from OMol25 describes C29H41BF33NNbO6S as an isolated structure at a distorted geometry. The level of theory is wB97M-V/def2-TZVPD.

Gap between HOMO and LUMO in eV: 7.086
LUMO level in eV: 1.97
Charge: -1
HOMO in Ha: -0.1880

Atoms and positions in Å:
1 C -2.902 -3.955 -0.828
2 C -1.410 -4.448 -0.312
3 C -1.073 -3.976 1.249
4 C -0.411 -2.475 1.131
5 O 0.070 -1.918 2.405
6 Nb 1.176 -0.161 1.848
7 F 2.810 -1.437 1.407
8 C 2.043 0.076 3.959
9 C 0.927 0.407 5.115
10 C 0.211 1.888 4.967
11 S -1.642 1.678 5.156
12 B 2.252 1.733 1.169
13 O 2.527 2.762 2.229
14 N 2.691 2.082 -0.241
15 C 2.719 0.884 -1.165
16 C 1.693 3.044 -0.895
17 H -3.561 -3.534 0.063
18 H -3.469 -4.815 -1.416
19 H -2.711 -3.088 -1.609
20 H -1.317 -5.621 -0.378
21 H -0.599 -3.923 -0.980
22 H -2.107 -3.864 1.789
23 H -0.331 -4.728 1.753
24 H 0.519 -2.569 0.421
25 H -1.195 -1.795 0.578
26 H 0.454 -0.332 0.158
27 H -0.258 0.844 2.375
28 H 2.593 -0.956 4.194
29 H 2.895 0.897 4.032
30 H 0.115 -0.447 5.265
31 H 1.520 0.444 6.151
32 H 0.425 2.429 3.950
33 H 0.581 2.615 5.836
34 H -2.170 3.005 5.129
35 H 1.721 3.379 2.264
36 H 3.396 1.203 -2.096
37 H 1.642 0.663 -1.627
38 H 3.233 -0.069 -0.714
39 H 1.952 3.074 -2.056
40 H 0.607 2.611 -0.802
41 H 1.800 4.088 -0.370
42 C -4.691 4.817 0.423
43 C -6.170 4.802 0.838
44 C -6.613 5.987 1.688
45 F -5.934 6.073 2.853
46 F -7.927 5.873 2.023
47 F -6.449 3.619 1.450
48 F -6.914 4.803 -0.314
49 O -3.798 4.041 1.227
50 C -3.332 4.681 2.414
51 C -3.830 4.000 3.695
52 F -5.185 3.943 3.742
53 F -3.434 4.686 4.801
54 F -3.644 5.998 2.359
55 F -1.973 4.618 2.361
56 H -4.643 4.343 -0.565
57 H -4.313 5.832 0.255
58 H -6.493 6.928 1.147
59 H -3.448 2.976 3.767
60 C 4.841 3.664 -3.479
61 C 4.110 2.977 -4.642
62 C 5.014 2.463 -5.758
63 F 5.730 3.449 -6.341
64 F 4.277 1.893 -6.748
65 F 3.153 3.815 -5.125
66 F 3.432 1.906 -4.118
67 O 4.901 5.093 -3.523
68 C 5.948 5.637 -4.325
69 C 5.428 6.401 -5.549
70 F 4.646 5.620 -6.336
71 F 6.454 6.832 -6.330
72 F 6.818 4.650 -4.647
73 F 6.635 6.487 -3.513
74 H 4.257 3.448 -2.576
75 H 5.823 3.220 -3.280
76 H 5.708 1.705 -5.386
77 H 4.835 7.270 -5.244
78 C -7.894 -6.100 2.267
79 C -8.624 -6.788 1.104
80 C -7.720 -7.302 -0.011
81 F -7.004 -6.316 -0.595
82 F -8.458 -7.872 -1.002
83 F -9.582 -5.950 0.622
84 F -9.303 -7.859 1.628
85 O -7.834 -4.671 2.224
86 C -6.787 -4.128 1.422
87 C -7.306 -3.364 0.198
88 F -8.089 -4.145 -0.589
89 F -6.280 -2.933 -0.584
90 F -5.917 -5.115 1.100
91 F -6.100 -3.278 2.234
92 H -8.477 -6.317 3.171
93 H -6.911 -6.545 2.467
94 H -7.027 -8.060 0.360
95 H -7.899 -2.495 0.503
96 C 5.620 -1.623 -1.468
97 C 4.897 -2.965 -1.658
98 C 4.973 -3.913 -0.466
99 F 6.243 -4.252 -0.153
100 F 4.326 -5.078 -0.738
101 F 5.351 -3.558 -2.795
102 F 3.575 -2.684 -1.894
103 O 6.941 -1.531 -2.009
104 C 7.978 -2.053 -1.180
105 C 8.661 -3.287 -1.783
106 F 7.772 -4.281 -2.037
107 F 9.584 -3.804 -0.929
108 F 7.484 -2.275 0.061
109 F 8.887 -1.049 -1.045
110 H 5.045 -0.879 -2.035
111 H 5.576 -1.267 -0.432
112 H 4.503 -3.474 0.417
113 H 9.160 -3.036 -2.725


(2)
This record from OMol25 describes C34H37BrGeN4OPtS2 as an isolated structure at a distorted geometry. The level of theory is wB97M-V/def2-TZVPD.

Gap between HOMO and LUMO (spin up / spin down) in eV: 3.193 / 2.628
LUMO level (spin up / spin down) in eV: -8.96 / -9.25
Charge: +2
HOMO (spin up / spin down) in Ha: -0.4464 / -0.4364

Atoms and positions in Å:
1 Pt -0.927 1.593 -0.582
2 Br 6.208 -4.757 -0.280
3 C 6.030 -3.198 0.767
4 C 7.151 -2.414 1.046
5 C 7.011 -1.252 1.766
6 C 5.736 -0.837 2.198
7 C 4.620 -1.671 1.961
8 C 4.770 -2.833 1.248
9 N 5.634 0.318 2.893
10 N 4.663 0.968 3.228
11 C 3.487 1.313 2.737
12 C 2.443 1.613 3.644
13 C 1.144 1.697 3.230
14 C 0.797 1.526 1.863
15 O -0.399 1.367 1.487
16 C 1.885 1.527 0.900
17 N 1.555 1.607 -0.395
18 C 2.496 1.647 -1.311
19 C 3.854 1.667 -0.982
20 C 4.221 1.553 0.340
21 C 3.229 1.442 1.322
22 H 8.122 -2.719 0.687
23 H 7.862 -0.622 1.966
24 H 3.652 -1.393 2.350
25 H 3.923 -3.469 1.050
26 H 2.693 1.671 4.692
27 H 0.336 1.840 3.932
28 H 2.171 1.677 -2.339
29 H 4.590 1.775 -1.759
30 H 5.264 1.575 0.617
31 S -1.390 1.984 -2.813
32 C -0.984 3.636 -2.425
33 C -0.870 4.681 -3.334
34 C -0.516 5.926 -2.840
35 C -0.276 6.082 -1.478
36 C -0.410 4.982 -0.642
37 N -0.765 3.799 -1.112
38 H -1.047 4.510 -4.383
39 H -0.436 6.767 -3.511
40 H -0.012 7.042 -1.068
41 H -0.256 5.053 0.427
42 C -3.454 -3.323 2.688
43 C -1.934 -3.274 2.627
44 C -1.413 -2.883 1.241
45 C -1.887 -1.495 0.826
46 Ge -0.772 -0.840 -0.709
47 C -1.281 -1.435 -2.564
48 C -1.668 -2.914 -2.687
49 C -0.521 -3.830 -3.099
50 C 0.571 -3.983 -2.053
51 H -3.773 -3.777 3.622
52 H -3.852 -3.913 1.866
53 H -3.883 -2.326 2.639
54 H -1.532 -4.262 2.859
55 H -1.554 -2.576 3.376
56 H -1.746 -3.618 0.507
57 H -0.319 -2.911 1.259
58 H -1.783 -0.796 1.659
59 H -2.936 -1.510 0.530
60 H 0.692 -1.178 -0.352
61 H -0.476 -1.194 -3.259
62 H -2.138 -0.819 -2.849
63 H -2.438 -2.984 -3.459
64 H -2.110 -3.271 -1.755
65 H -0.086 -3.459 -4.027
66 H -0.945 -4.813 -3.306
67 H 1.020 -3.017 -1.821
68 H 1.353 -4.636 -2.432
69 H 0.176 -4.421 -1.139
70 S -3.015 2.233 0.919
71 C -4.527 1.957 0.158
72 C -5.691 2.472 0.759
73 C -6.903 2.338 0.121
74 C -6.984 1.677 -1.101
75 C -5.843 1.114 -1.672
76 C -4.623 1.250 -1.051
77 H -5.615 2.979 1.708
78 H -7.793 2.755 0.570
79 H -7.936 1.599 -1.605
80 H -5.915 0.577 -2.606
81 H -3.721 0.828 -1.481


(3)
This record from OMol25 describes a 7-piece molecular cluster, C37H54BNO27PS3 overall at a distorted geometry. The level of theory is wB97M-V/def2-TZVPD.

Gap between HOMO and LUMO in eV: 6.638
LUMO level in eV: -4.82
Charge: +1
HOMO in Ha: -0.4212
ΔE to the lowest compared entry with this formula, charge and spin in kJ/mol: 280.4

Atoms and positions in Å:
1 C 3.513 -3.047 1.618
2 C 2.873 -3.334 0.205
3 C 2.138 -4.759 0.315
4 O 0.730 -4.571 0.009
5 C -0.120 -5.194 0.907
6 O -0.754 -6.127 0.506
7 C -0.282 -4.643 2.370
8 S -0.308 -2.780 2.360
9 C -1.713 -2.472 1.239
10 N -1.431 -2.230 -0.076
11 C -2.393 -2.022 -1.025
12 C -3.800 -2.070 -0.657
13 O -4.745 -1.894 -1.657
14 B -4.597 -3.065 -2.503
15 O -4.742 -4.362 -1.957
16 O -4.283 -2.930 -3.875
17 C -4.161 -2.296 0.741
18 C -5.642 -2.346 1.221
19 O -6.169 -3.415 1.287
20 O -6.366 -1.242 1.568
21 C -3.091 -2.511 1.709
22 P -3.415 -2.854 3.531
23 S -3.388 -1.218 4.574
24 O 1.863 -2.393 -0.190
25 C 2.351 -1.075 -0.268
26 O 3.111 -0.773 -1.135
27 C 1.790 -0.074 0.801
28 S 0.576 1.059 -0.045
29 H 4.347 -2.297 1.541
30 H 2.707 -2.572 2.245
31 H 3.867 -3.982 2.115
32 H 3.712 -3.430 -0.536
33 H 2.216 -5.164 1.358
34 H 2.530 -5.481 -0.451
35 H 0.462 -5.048 3.098
36 H -1.309 -4.964 2.688
37 H -0.446 -2.218 -0.373
38 H -2.048 -1.826 -2.064
39 H -3.872 -4.726 -1.716
40 H -3.313 -2.865 -3.924
41 H -5.785 -0.516 1.872
42 H -4.668 -3.540 3.628
43 H -2.390 -3.718 3.994
44 H 1.179 -0.606 1.576
45 H 2.599 0.495 1.317
46 H 1.301 2.191 -0.369
47 C 1.226 5.258 -5.457
48 C 1.221 4.135 -4.449
49 C -0.077 3.996 -3.716
50 O 0.341 3.405 -2.473
51 C 1.620 3.795 -2.271
52 O 2.218 3.642 -1.242
53 O 2.141 4.390 -3.373
54 H 2.180 5.283 -5.989
55 H 0.427 5.136 -6.190
56 H 1.114 6.226 -4.965
57 H 1.518 3.196 -4.928
58 H -0.783 3.348 -4.234
59 H -0.558 4.951 -3.505
60 C -1.904 8.553 -0.244
61 C -2.322 8.351 -1.682
62 C -3.715 7.811 -1.843
63 O -3.629 7.126 -3.096
64 C -2.334 6.748 -3.243
65 O -1.940 5.994 -4.084
66 O -1.540 7.331 -2.313
67 H -0.904 8.987 -0.201
68 H -2.594 9.220 0.276
69 H -1.857 7.601 0.289
70 H -2.185 9.278 -2.246
71 H -4.466 8.599 -1.884
72 H -3.996 7.090 -1.070
73 C -0.493 -9.714 5.239
74 C 0.225 -8.997 4.120
75 C 1.323 -9.802 3.485
76 O 2.202 -8.784 3.001
77 C 2.027 -7.702 3.801
78 O 2.733 -6.738 3.798
79 O 0.943 -7.856 4.608
80 H -1.305 -9.094 5.625
81 H -0.914 -10.659 4.894
82 H 0.179 -9.907 6.077
83 H -0.496 -8.647 3.373
84 H 0.963 -10.425 2.666
85 H 1.872 -10.427 4.194
86 C 6.067 1.566 -4.013
87 C 5.898 2.878 -4.745
88 C 4.468 3.319 -4.880
89 O 4.508 4.114 -6.066
90 C 5.539 3.639 -6.823
91 O 5.738 3.946 -7.953
92 O 6.304 2.765 -6.113
93 H 7.126 1.326 -3.909
94 H 5.622 1.610 -3.018
95 H 5.613 0.744 -4.571
96 H 6.512 3.652 -4.274
97 H 4.134 3.908 -4.032
98 H 3.770 2.491 -5.040
99 C -6.497 -5.516 8.541
100 C -5.707 -4.822 7.456
101 C -4.593 -5.656 6.885
102 O -3.668 -4.660 6.439
103 C -3.867 -3.560 7.230
104 O -3.146 -2.617 7.259
105 O -4.996 -3.693 7.974
106 H -7.315 -4.878 8.880
107 H -6.918 -6.457 8.181
108 H -5.873 -5.716 9.415
109 H -6.381 -4.464 6.671
110 H -4.923 -6.278 6.052
111 H -4.095 -6.285 7.627
112 C 5.462 8.926 -2.976
113 C 4.027 8.505 -2.756
114 C 3.358 7.957 -3.984
115 O 1.982 8.251 -3.737
116 C 1.955 9.345 -2.927
117 O 0.973 9.970 -2.676
118 O 3.196 9.630 -2.446
119 H 5.902 9.271 -2.039
120 H 6.061 8.097 -3.356
121 H 5.523 9.761 -3.677
122 H 3.966 7.800 -1.920
123 H 3.510 6.883 -4.095
124 H 3.661 8.459 -4.907


(4)
This record from OMol25 describes a single C17H15N3O2 molecule at a distorted geometry. The level of theory is wB97M-V/def2-TZVPD.

Gap between HOMO and LUMO in eV: 8.060
LUMO level in eV: -0.26
Charge: 0
HOMO in Ha: -0.3057
SMILES: C[C@H]1Oc2ccccc2C=C1/C=N\NC(=O)c1cccnc1
ΔE to the lowest compared entry with this formula, charge and spin in kJ/mol: 157.9

Atoms and positions in Å:
1 C -1.913 -1.806 1.876
2 C -1.964 -1.835 0.341
3 O -3.292 -1.612 -0.111
4 C -3.709 -0.323 -0.190
5 C -5.074 -0.066 -0.176
6 C -5.533 1.233 -0.289
7 C -4.640 2.287 -0.427
8 C -3.284 2.036 -0.476
9 C -2.800 0.734 -0.361
10 C -1.400 0.405 -0.493
11 C -0.966 -0.838 -0.210
12 C 0.394 -1.317 -0.366
13 N 1.505 -0.714 -0.186
14 N 1.561 0.552 0.252
15 C 2.729 1.231 0.489
16 O 2.683 2.309 1.047
17 C 3.991 0.599 0.039
18 C 4.111 -0.166 -1.118
19 C 5.354 -0.686 -1.441
20 C 6.425 -0.414 -0.603
21 N 6.323 0.321 0.492
22 C 5.142 0.816 0.800
23 H -2.622 -2.521 2.283
24 H -0.912 -2.059 2.218
25 H -2.171 -0.812 2.237
26 H -1.723 -2.846 -0.010
27 H -5.757 -0.895 -0.073
28 H -6.595 1.426 -0.266
29 H -5.006 3.299 -0.509
30 H -2.581 2.846 -0.602
31 H -0.754 1.159 -0.921
32 H 0.511 -2.359 -0.640
33 H 0.717 1.015 0.596
34 H 3.258 -0.341 -1.754
35 H 5.489 -1.282 -2.330
36 H 7.416 -0.793 -0.819
37 H 5.089 1.415 1.699


(5)
This record from OMol25 describes a single C4H6N2O molecule at a distorted geometry. The level of theory is wB97M-V/def2-TZVPD.

Gap between HOMO and LUMO (spin up / spin down) in eV: 7.277 / 7.275
LUMO level (spin up / spin down) in eV: -2.05 / -2.06
Charge: 0
HOMO (spin up / spin down) in Ha: -0.3429 / -0.3429
ΔE to the lowest compared entry with this formula, charge and spin in kJ/mol: 471.5

Atoms and positions in Å:
1 C 0.335 -0.624 -0.148
2 C 1.000 -0.561 -1.434
3 C -0.491 0.563 0.324
4 N -1.781 0.054 0.757
5 C 0.551 0.557 1.582
6 O -0.383 1.632 -0.367
7 N 1.283 0.751 2.455
8 H 0.424 -1.507 0.481
9 H -2.125 0.494 1.602
10 H -2.447 0.172 0.001
11 H 1.079 -1.542 -1.907
12 H 2.024 -0.187 -1.271
13 H 0.531 0.198 -2.074


(6)
This record from OMol25 describes a 2-piece molecular cluster, C4H13N2O2 overall at a distorted geometry. The level of theory is wB97M-V/def2-TZVPD.

Gap between HOMO and LUMO in eV: 11.110
LUMO level in eV: -2.98
Charge: +1
HOMO in Ha: -0.5177
ΔE to the lowest compared entry with this formula, charge and spin in kJ/mol: 197.9

Atoms and positions in Å:
1 O 1.632 -1.702 -0.032
2 C 0.723 -1.680 -0.838
3 N 0.055 -2.819 -1.166
4 C 0.296 -0.359 -1.460
5 N -0.471 0.389 -0.393
6 C 0.476 1.077 0.592
7 C 0.491 2.558 0.271
8 H -0.428 -2.907 -2.045
9 H 0.316 -3.681 -0.713
10 H 1.169 0.258 -1.597
11 H -0.409 -0.562 -2.276
12 H -1.092 -0.156 0.217
13 H -0.835 1.213 -0.879
14 H 1.430 0.542 0.523
15 H 0.145 0.858 1.603
16 H 0.507 2.875 -0.778
17 H 1.160 3.138 0.968
18 H -0.316 3.230 0.661
19 H -0.871 -1.031 2.675
20 H -2.346 -0.407 2.568
21 O -1.633 -0.834 2.098


(7)
This record from OMol25 describes C3H7N3OS as an isolated structure at a distorted geometry. The level of theory is wB97M-V/def2-TZVPD.

Gap between HOMO and LUMO in eV: 8.366
LUMO level in eV: -0.44
Charge: 0
HOMO in Ha: -0.3236
ΔE to the lowest compared entry with this formula, charge and spin in kJ/mol: 577.9

Atoms and positions in Å:
1 C -1.062 1.673 -0.206
2 C -0.839 -0.936 0.039
3 C 0.566 -0.740 0.334
4 H -1.162 2.179 -1.412
5 H -1.809 2.122 0.680
6 H 0.243 1.739 0.388
7 H -2.500 0.106 -0.677
8 H 0.611 0.837 1.513
9 H 1.215 -2.050 -1.081
10 H 2.533 -0.186 0.196
11 N -1.525 0.182 -0.307
12 N 1.226 0.266 0.907
13 N 1.410 -1.711 -0.184
14 O 2.649 -1.074 -0.407
15 S -1.558 -2.406 0.218


(8)
This record from OMol25 describes C2H4O3 as an isolated structure at a distorted geometry. The level of theory is wB97M-V/def2-TZVPD.

Gap between HOMO and LUMO in eV: 9.828
LUMO level in eV: 0.44
Charge: 0
HOMO in Ha: -0.3450
ΔE to the lowest compared entry with this formula, charge and spin in kJ/mol: 403.1

Atoms and positions in Å:
1 C 0.219 0.814 -0.066
2 C -1.590 -1.785 0.255
3 O 0.518 -0.596 -0.393
4 O -0.803 1.390 -0.486
5 O -2.571 -1.534 -0.229
6 H 0.501 1.016 1.076
7 H 1.029 1.471 -0.600
8 H -0.614 -0.867 -0.786
9 H -1.573 0.856 -0.769


(9)
This record from OMol25 describes a 12-piece molecular cluster, C7H35NO11 overall at a distorted geometry. The level of theory is wB97M-V/def2-TZVPD.

Gap between HOMO and LUMO in eV: 8.956
LUMO level in eV: 0.28
Charge: 0
HOMO in Ha: -0.3188
SMILES: C/C=C/C=C/CCN.O.O.O.O.O.O.O.O.O.O.O
ΔE to the lowest compared entry with this formula, charge and spin in kJ/mol: 380.8

Atoms and positions in Å:
1 C 2.785 0.207 -2.820
2 C 1.715 0.280 -1.752
3 C 0.724 -0.633 -1.803
4 C -0.509 -0.555 -1.015
5 C -0.894 -1.491 -0.105
6 C -2.046 -1.390 0.719
7 C -1.827 -1.128 2.246
8 N -1.056 0.161 2.441
9 H 3.000 -0.662 -3.161
10 H 3.654 0.727 -2.417
11 H 2.559 0.747 -3.737
12 H 1.750 0.920 -0.920
13 H 0.623 -1.444 -2.628
14 H -1.158 0.296 -1.102
15 H -0.112 -2.291 -0.040
16 H -2.644 -2.307 0.661
17 H -2.723 -0.557 0.245
18 H -1.234 -2.041 2.600
19 H -2.914 -1.015 2.651
20 H -0.218 0.017 1.973
21 H -1.408 0.850 1.717
22 O 3.048 0.169 2.656
23 H 3.777 0.011 2.122
24 H 3.515 0.242 3.576
25 O 1.466 3.596 1.759
26 H 1.372 2.882 2.313
27 H 1.088 4.413 2.043
28 O 3.702 -1.225 0.819
29 H 2.706 -1.322 1.269
30 H 3.588 -0.897 -0.093
31 O -1.086 2.560 -2.288
32 H -0.363 3.087 -2.048
33 H -1.984 2.846 -2.032
34 O 0.238 -4.026 -1.087
35 H -0.714 -3.975 -1.315
36 H 0.280 -4.814 -0.476
37 O 0.077 4.388 -0.815
38 H -0.411 3.718 -0.315
39 H 0.913 4.658 -0.286
40 O -1.089 2.654 3.448
41 H -1.402 2.760 2.597
42 H -1.548 1.923 3.790
43 O -2.101 -3.508 -2.207
44 H -1.689 -3.914 -2.887
45 H -2.146 -2.607 -2.609
46 O -2.888 2.250 0.960
47 H -2.748 1.334 0.992
48 H -3.614 2.653 1.456
49 O -2.032 -0.818 -3.518
50 H -1.207 -0.492 -3.810
51 H -2.167 0.052 -2.989
52 O 1.581 -2.617 1.567
53 H 1.622 -3.014 0.634
54 H 2.346 -3.035 1.964


no.,total energy (eV)
1,-147245.8107
2,-195323.8056
3,-138484.4487
4,-26436.6680
5,-9268.6151
6,-11427.4228
7,-20572.1942
8,-8277.3809
9,-31835.1879